1.
38
Properties=species:S:1:pos:R:3 method="wB97M-V/def2-TZVPD" homo_lumo_gap_ev=4.098 total_energy_ha=-1120.21643 e_homo_ev=-6.550 largest_force_ha_per_bohr=0.0774
C -3.45698 -2.41135 2.85856
N -2.20075 -2.79746 2.23711
C -2.13981 -4.24821 2.15997
C -1.10643 -1.94587 2.07995
C -0.19904 -1.70045 3.15100
C 0.86671 -0.85778 2.97983
N 1.13305 -0.23820 1.79957
B 2.35892 0.57935 1.82606
H 1.54481 1.78542 -1.79147
C 0.27491 -0.41279 0.76061
C -0.81548 -1.25467 0.85852
H -3.53788 -1.33042 3.02102
H -4.26248 -2.75409 2.19734
H -3.57938 -2.95226 3.81017
H -1.18446 -4.61988 1.77270
H -2.34356 -4.67962 3.15222
H -2.95983 -4.57081 1.50689
H -0.32287 -2.17398 4.12758
H 1.56382 -0.64927 3.78934
H 2.18108 1.68540 2.19108
H 3.33670 0.00577 1.50800
H 0.51336 0.13971 -0.13864
H -1.46636 -1.39323 -0.01708
O 4.01045 3.17068 -1.78638
N 3.14929 3.95469 -2.25967
C 1.99592 3.38747 -2.88060
C 1.80912 1.86279 -2.81927
C 0.56838 1.43775 -3.51966
N 0.08226 0.16887 -3.66430
O 0.56105 -0.95138 -3.60007
O -1.33675 0.33633 -3.91681
N -1.72895 1.67324 -3.76212
C -0.53480 2.34381 -3.50504
N -0.42932 3.61189 -3.13029
C 0.81641 4.13727 -2.97533
O 3.25179 5.21169 -2.17827
H 2.70809 1.22469 -2.96330
H 0.87900 5.22489 -2.87926

2.
36
Properties=species:S:1:pos:R:3 method="wB97M-V/def2-TZVPD" homo_lumo_gap_ev=7.399 total_charge=+1 total_energy_ha=-1282.87932 e_homo_ev=-11.165 largest_force_ha_per_bohr=0.0381
Be -0.47013 0.58488 -1.44809
N -4.17922 1.79401 -2.32018
C -2.88660 1.56620 -2.11206
S -2.29878 -0.05027 -2.29760
N -2.08998 2.59594 -1.86273
N -0.84980 2.21651 -1.68353
C 0.20399 2.94587 -1.81650
C 1.40256 2.16529 -1.92664
C 2.65135 2.69754 -2.25175
C 3.71182 1.84066 -2.47508
C 3.51323 0.47189 -2.32712
C 2.24814 0.01648 -1.99604
N 1.21499 0.83147 -1.82707
H -4.77730 1.03921 -2.61371
H -4.51801 2.74034 -2.35357
H 0.17502 4.01531 -1.96740
H 2.76068 3.76371 -2.34642
H 4.67420 2.22954 -2.76658
H 4.31624 -0.22921 -2.48695
H 2.04463 -1.03894 -1.88685
N -0.54574 -0.04176 0.10306
C -0.77679 -0.68475 1.04329
N -1.05763 -1.35364 2.09155
C -0.64017 -0.89692 3.41277
C 0.55572 -1.74778 3.86279
O 0.23472 -3.11672 3.84096
C -0.13615 -3.55434 2.55606
C -1.36089 -2.78040 2.04501
H -1.48188 -1.04939 4.09346
H -0.38041 0.16046 3.37698
H 0.82343 -1.51056 4.89319
H 1.41740 -1.54319 3.20584
H -0.37156 -4.61544 2.64940
H 0.70198 -3.42862 1.85103
H -2.20936 -2.95733 2.71144
H -1.61969 -3.07606 1.02906

3.
34
Properties=species:S:1:pos:R:3 method="wB97M-V/def2-TZVPD" smiles="O=C(CNC(=O)c1ccc(Br)o1)NC[C@@H]1CCCO1" homo_lumo_gap_ev=8.723 total_energy_ha=-3450.37813 e_homo_ev=-8.375 largest_force_ha_per_bohr=0.2847
O 0.14420 -0.63007 -1.12207
C -0.18286 0.49503 -1.20446
N -1.48178 0.91087 -1.33020
H -1.86699 1.75240 -1.25477
C -2.66177 -0.35005 -1.52987
H -3.45307 0.01274 -2.11062
H -2.30565 -1.25027 -1.47013
C -3.47049 -0.29613 -0.16746
C -2.61741 -0.88970 0.97399
H -1.58006 -1.30185 0.63912
H -2.41230 0.00966 1.87082
C -3.48871 -2.00523 1.47974
H -4.00174 -1.97773 2.29725
C -4.22011 -2.34630 0.39907
H -3.68816 -3.06831 -0.47933
O -4.62903 -1.21359 -0.08747
H -5.14553 -3.09325 0.65478
H -2.80363 -2.99149 1.97919
H -3.74921 0.77194 0.17187
C 0.56332 1.76145 -1.00224
N 1.88575 1.25955 -0.94232
C 2.60681 1.99430 0.19508
O 2.43125 3.07523 0.61615
C 3.94155 1.26945 0.48133
C 5.03970 1.77517 0.87553
C 6.11086 0.62232 1.01023
C 5.52001 -0.50579 0.15389
O 4.33307 0.19344 -0.31507
Br 6.13194 -1.96187 -0.36749
H 7.01149 0.51631 1.58164
H 5.09020 2.61064 1.65226
H 2.09346 0.28320 -1.25254
H 0.32410 2.43934 -0.29963
H 0.53081 2.12858 -2.09629

4.
36
Properties=species:S:1:pos:R:3 method="wB97M-V/def2-TZVPD" homo_lumo_gap_ev=4.295 total_charge=-1 total_energy_ha=-2541.29658 e_homo_ev=-1.727 largest_force_ha_per_bohr=0.0199
Pd 0.07392 -0.24057 -0.80830
C 0.15777 -1.18027 2.23668
C 1.45575 -1.82662 1.77108
S 2.24700 -1.01632 0.33579
C 2.59328 -2.45030 -0.73579
C 1.42376 -3.33978 -1.15098
S 0.10045 -2.42390 -2.00904
C -1.40405 -2.89448 -1.06908
C -1.40020 -2.80042 0.45174
S -1.26611 -1.09067 1.09183
H 0.33307 -0.12877 2.46921
H -0.17497 -1.68736 3.14684
H 1.30879 -2.87696 1.52222
H 2.16271 -1.78033 2.60202
H 3.36185 -3.05862 -0.25388
H 3.02473 -1.98572 -1.62345
H 0.99107 -3.86294 -0.29921
H 1.80322 -4.09388 -1.84284
H -1.68538 -3.91180 -1.36095
H -2.13706 -2.19258 -1.46685
H -0.61373 -3.40206 0.90747
H -2.35688 -3.19118 0.80579
F -3.49200 3.74516 -1.01703
C -2.33810 4.39565 -1.28524
F -2.25148 4.51740 -2.62398
F -2.53581 5.67084 -0.82331
C -1.13611 3.78438 -0.64712
C -0.51264 4.47846 0.37539
C 0.61059 3.94508 0.98812
C 1.07983 2.73023 0.50436
N 0.49488 2.03328 -0.45315
C -0.65751 2.49093 -1.03178
S -1.46115 1.44959 -2.10247
H -0.90076 5.43950 0.68703
H 1.11567 4.46560 1.79099
H 1.98565 2.28945 0.91790

5.
42
Properties=species:S:1:pos:R:3 method="wB97M-V/def2-TZVPD" spin_multiplicity=3 homo_lumo_gap_ev="7.735 / 8.408" total_energy_ha=-6807.40997 e_homo_ev="-7.815 / -8.705" largest_force_ha_per_bohr=0.0086
Pt 0.75011 -0.11728 -0.14955
C -3.25475 -0.16988 1.78769
C -2.10927 -1.14191 2.06537
O -2.47794 -2.17759 2.97444
P -0.68608 -0.29743 2.84637
O 0.29888 -1.43451 3.31048
O -1.20496 0.32345 4.21100
O -0.10850 0.74710 1.96508
P -1.41302 -1.81681 0.49283
O -2.37463 -3.10691 0.30947
O -1.56755 -0.81454 -0.60607
O 0.00886 -2.29562 0.74054
H -3.68561 0.17233 2.72915
H -4.02911 -0.66232 1.19814
H -2.89216 0.68703 1.22043
H -2.90187 -2.88199 2.46807
H 0.55811 -1.97827 2.53391
H -1.59106 -0.34182 4.79904
H -1.86447 -3.86370 -0.00770
Se -1.06171 2.00206 -2.26265
Se 0.73842 1.62891 -3.61991
C 1.35672 -0.17813 -3.31993
C 2.08095 -0.69424 -4.38974
C 2.59410 -1.97278 -4.30113
C 2.35071 -2.71663 -3.15812
C 1.62776 -2.13326 -2.14027
N 1.14278 -0.88358 -2.21218
C -0.09959 2.72457 -0.75263
C -0.51723 3.87383 -0.10942
C 0.28601 4.38584 0.89996
C 1.48150 3.75725 1.20440
C 1.80795 2.59381 0.53134
N 1.01619 2.07964 -0.41429
H 2.22817 -0.08825 -5.27505
H 3.16678 -2.38832 -5.12077
H 2.72295 -3.72586 -3.05116
H 1.42949 -2.65656 -1.21304
H -1.43649 4.36183 -0.40505
H -0.01617 5.28251 1.42684
H 2.14228 4.14034 1.96996
H 2.69752 2.01400 0.74886
F 2.80594 -0.23629 0.07528

6.
29
Properties=species:S:1:pos:R:3 method="wB97M-V/def2-TZVPD" homo_lumo_gap_ev=7.523 total_energy_ha=-838.91658 e_homo_ev=-7.623 largest_force_ha_per_bohr=0.0885
C -2.31473 -3.77828 -0.05439
C -2.01734 -3.06532 0.83764
C 0.02062 1.24943 0.92638
C -0.64724 0.20023 1.60179
C -0.38443 2.73854 0.84472
C 1.00796 -1.66683 0.20901
C 0.49854 -1.59484 -1.28422
C 1.94074 -0.37853 0.51292
C -0.36032 -0.33979 -1.43694
C 1.34046 0.98921 0.12356
C -0.05611 3.16522 -0.62287
C 0.21336 0.89030 -0.76136
O -0.23176 2.01410 -1.44546
I -1.83175 0.66825 3.20249
H -2.79567 -4.35915 -0.89013
H -1.45851 2.87311 1.07456
H 0.12297 3.26372 1.62077
H 0.25603 -1.57950 0.95546
H 1.48679 -2.60181 0.12644
H 1.35339 -1.81095 -1.89257
H -0.11982 -2.42300 -1.42462
H 2.25379 -0.38810 1.62161
H 2.84629 -0.36948 -0.07029
H -0.47502 -0.05724 -2.42111
H -1.32331 -0.62514 -1.07279
H -1.53646 -2.28362 1.31861
H 2.00669 1.81219 0.06372
H -0.75979 3.81584 -1.00374
H 0.96465 3.64145 -0.65920

Repeat the second record exactly.
36
Properties=species:S:1:pos:R:3 method="wB97M-V/def2-TZVPD" homo_lumo_gap_ev=7.399 total_charge=+1 total_energy_ha=-1282.87932 e_homo_ev=-11.165 largest_force_ha_per_bohr=0.0381
Be -0.47013 0.58488 -1.44809
N -4.17922 1.79401 -2.32018
C -2.88660 1.56620 -2.11206
S -2.29878 -0.05027 -2.29760
N -2.08998 2.59594 -1.86273
N -0.84980 2.21651 -1.68353
C 0.20399 2.94587 -1.81650
C 1.40256 2.16529 -1.92664
C 2.65135 2.69754 -2.25175
C 3.71182 1.84066 -2.47508
C 3.51323 0.47189 -2.32712
C 2.24814 0.01648 -1.99604
N 1.21499 0.83147 -1.82707
H -4.77730 1.03921 -2.61371
H -4.51801 2.74034 -2.35357
H 0.17502 4.01531 -1.96740
H 2.76068 3.76371 -2.34642
H 4.67420 2.22954 -2.76658
H 4.31624 -0.22921 -2.48695
H 2.04463 -1.03894 -1.88685
N -0.54574 -0.04176 0.10306
C -0.77679 -0.68475 1.04329
N -1.05763 -1.35364 2.09155
C -0.64017 -0.89692 3.41277
C 0.55572 -1.74778 3.86279
O 0.23472 -3.11672 3.84096
C -0.13615 -3.55434 2.55606
C -1.36089 -2.78040 2.04501
H -1.48188 -1.04939 4.09346
H -0.38041 0.16046 3.37698
H 0.82343 -1.51056 4.89319
H 1.41740 -1.54319 3.20584
H -0.37156 -4.61544 2.64940
H 0.70198 -3.42862 1.85103
H -2.20936 -2.95733 2.71144
H -1.61969 -3.07606 1.02906